{
  "formula": "C15H19N3O4",
  "method": "ωB97M-V/def2-TZVPD",
  "species": ["C", "C", "C", "C", "C", "C", "C", "C", "C", "C", "C", "C", "C", "C", "C", "H", "H", "H", "H", "H", "H", "H", "H", "H", "H", "H", "H", "H", "H", "H", "H", "H", "H", "H", "N", "N", "N", "O", "O", "O", "O"],
  "coordinates": [[-1.231, 0.578, -2.179], [-1.937, -0.249, -1.129], [0.319, 0.204, -2.404], [0.464, -1.121, -3.094], [-2.424, -0.500, 1.259], [-2.947, 0.330, 2.408], [-1.215, -1.320, 1.658], [0.016, -0.542, 2.062], [0.152, 0.421, 3.065], [1.320, -0.580, 1.409], [2.115, 0.460, 1.917], [1.756, -1.384, 0.307], [3.412, 0.676, 1.384], [2.977, -1.094, -0.277], [3.825, -0.122, 0.346], [-0.533, 2.472, -2.209], [-2.152, 2.395, -2.233], [-1.755, 0.396, -3.127], [0.751, 0.213, -1.406], [1.763, 0.851, -3.500], [0.243, -1.933, -2.446], [-0.096, -1.221, -4.016], [1.513, -1.189, -3.351], [-1.594, 1.236, 0.232], [-3.196, -1.124, 0.807], [-0.957, -1.996, 0.807], [-1.479, -2.027, 2.494], [-0.476, 0.732, 3.864], [1.711, 1.784, 3.610], [1.145, -2.189, -0.104], [4.075, 1.404, 1.862], [3.335, -1.698, -1.103], [4.766, 0.028, -0.196], [-3.716, 1.380, 1.036], [-1.311, 1.996, -1.799], [-2.123, 0.371, 0.076], [1.398, 1.021, 3.005], [-2.335, -1.398, -1.357], [0.880, 1.180, -3.261], [-2.862, 0.134, 3.596], [-3.597, 1.426, 1.983]],
  "de_lowest_kj_mol": 56.9,
  "lumo_ev": 0.6056,
  "homo_lumo_gap_ev": 8.648,
  "smiles": "C[C@@H](O)[C@H](N)C(=O)N[C@@H](Cc1c[nH]c2ccccc12)C(=O)O",
  "total_charge": 0
}


{
  "formula": "C15H19NO3",
  "method": "ωB97M-V/def2-TZVPD",
  "species": ["O", "N", "O", "O", "C", "C", "C", "C", "C", "C", "C", "C", "C", "C", "C", "C", "C", "C", "C", "H", "H", "H", "H", "H", "H", "H", "H", "H", "H", "H", "H", "H", "H", "H", "H", "H", "H", "H"],
  "coordinates": [[-3.929, -0.847, -1.334], [2.250, 2.569, 2.790], [2.010, 2.242, 4.237], [-2.174, -0.002, -0.159], [-2.782, -0.909, -0.893], [2.632, 2.230, 0.596], [0.490, 1.362, 1.517], [2.488, 1.421, -0.549], [0.293, 0.568, 0.280], [1.752, 2.052, 1.683], [-0.633, 1.600, 2.522], [-2.580, -3.228, -0.301], [0.493, 1.560, -1.890], [-0.862, -0.429, 0.225], [1.477, -0.761, -1.423], [0.379, -1.675, -1.892], [-1.998, -2.103, -1.155], [1.199, 0.643, -0.812], [-0.585, -1.811, -0.666], [2.117, 3.030, 4.883], [3.365, 2.919, 0.689], [3.261, 1.529, -1.325], [-1.557, 1.435, 2.094], [-0.580, 2.618, 2.946], [-0.622, 0.906, 3.367], [-2.429, -4.210, -0.827], [-3.703, -3.140, -0.217], [-2.252, -3.229, 0.745], [0.326, 2.552, -1.469], [-0.396, 0.981, -2.133], [1.085, 1.657, -2.815], [-0.984, -0.747, 1.335], [1.930, -1.351, -0.572], [2.216, -0.684, -2.172], [0.685, -2.728, -2.315], [-0.140, -1.168, -2.659], [-1.981, -2.251, -2.270], [-0.264, -2.601, -0.062]],
  "de_lowest_kj_mol": 651.6,
  "lumo_ev": -0.2273,
  "homo_lumo_gap_ev": 8.058,
  "smiles": "CC1=C2[C@H]3OC(=O)[C@H](C)[C@H]3CC[C@]2(C)C=C/C1=N/O",
  "total_charge": 0
}


{
  "formula": "C15H19NO5",
  "method": "ωB97M-V/def2-TZVPD",
  "species": ["C", "H", "O", "C", "C", "C", "C", "C", "C", "O", "C", "C", "H", "H", "C", "H", "H", "O", "N", "C", "O", "C", "C", "C", "O", "H", "H", "H", "H", "H", "H", "H", "H", "C", "H", "H", "H", "H", "H", "H"],
  "coordinates": [[-2.255, -2.810, 0.548], [-3.262, -3.019, 0.925], [-1.830, -1.516, 0.891], [-2.479, -0.441, 0.339], [-3.637, -0.553, -0.416], [-4.303, 0.560, -0.917], [-3.789, 1.816, -0.649], [-2.623, 1.947, 0.083], [-1.946, 0.840, 0.578], [-0.824, 1.115, 1.307], [0.229, 0.168, 1.368], [1.506, 0.937, 1.701], [2.300, 0.224, 1.936], [1.330, 1.563, 2.575], [1.927, 1.840, 0.543], [2.771, 2.478, 0.831], [1.087, 2.463, 0.235], [2.245, 1.128, -0.649], [3.358, 0.312, -0.537], [4.646, 0.811, -0.484], [4.938, 1.974, -0.452], [5.573, -0.387, -0.447], [4.664, -1.610, -0.514], [3.250, -1.068, -0.540], [2.222, -1.684, -0.559], [4.825, -2.208, -1.412], [4.776, -2.275, 0.343], [6.266, -0.322, -1.286], [6.166, -0.346, 0.468], [0.347, -0.348, 0.410], [0.027, -0.578, 2.145], [-2.208, 2.920, 0.291], [-4.290, 2.699, -1.018], [-5.555, 0.377, -1.723], [-6.303, -0.170, -1.150], [-5.345, -0.194, -2.628], [-5.973, 1.338, -2.010], [-4.055, -1.528, -0.616], [-1.546, -3.484, 1.027], [-2.228, -2.970, -0.534]],
  "de_lowest_kj_mol": 337.7,
  "lumo_ev": 0.7106,
  "homo_lumo_gap_ev": 8.581,
  "smiles": "COc1cc(C)ccc1OCCCON1C(=O)CCC1=O",
  "total_charge": 0
}


{
  "formula": "C15H20AuNS4",
  "method": "ωB97M-V/def2-TZVPD",
  "species": ["Au", "C", "C", "S", "C", "C", "S", "C", "C", "S", "C", "C", "S", "H", "H", "H", "H", "H", "H", "H", "H", "H", "H", "H", "H", "H", "H", "H", "H", "N", "C", "C", "C", "C", "C", "C", "C", "H", "H", "H", "H"],
  "coordinates": [[0.162, -0.175, -0.761], [2.543, 1.206, 1.020], [1.344, 1.761, 1.681], [0.068, 0.486, 2.204], [-1.488, 1.336, 1.886], [-2.602, 0.526, 1.155], [-2.279, 0.259, -0.613], [-2.479, 1.852, -1.459], [-1.190, 2.709, -1.625], [0.133, 1.704, -2.344], [1.619, 2.647, -1.813], [2.696, 1.567, -1.770], [2.429, 0.243, -0.474], [3.086, 0.477, 1.616], [3.321, 1.969, 0.882], [0.858, 2.519, 1.060], [1.684, 2.230, 2.577], [-1.329, 2.259, 1.289], [-1.878, 1.653, 2.817], [-3.573, 0.983, 1.217], [-2.673, -0.441, 1.591], [-3.319, 2.495, -1.032], [-2.741, 1.579, -2.507], [-0.840, 3.123, -0.734], [-1.395, 3.519, -2.319], [1.422, 3.313, -0.981], [1.827, 3.311, -2.629], [3.662, 1.973, -1.657], [2.667, 1.061, -2.720], [-0.898, -6.950, 1.984], [-0.653, -5.975, 1.410], [-0.341, -4.788, 0.711], [-1.137, -4.224, -0.343], [-0.839, -3.005, -0.857], [0.155, -2.188, -0.294], [1.043, -2.783, 0.613], [0.829, -4.069, 1.044], [-1.980, -4.801, -0.795], [-1.435, -2.546, -1.682], [1.924, -2.275, 0.967], [1.594, -4.539, 1.686]],
  "s2": 2.0167,
  "lumo_ev": [-5.9343, -10.9624],
  "homo_lumo_gap_ev": [8.329, 3.463],
  "spin_multiplicity": 3,
  "total_charge": 2
}


| no. | DFT total energy (Ha) |
| --- | --- |
| 1 | -1048.2540 |
| 2 | -863.2652 |
| 3 | -1013.8902 |
| 4 | -2366.0347 |